1.
110
Properties=species:S:1:pos:R:3:forces:R:3 method="wB97M-V/def2-TZVPD" homo_ha="-0.09751 / -0.16936" s_squared=2.01 charge=-1 gap_ha="0.17628 / 0.24809" multiplicity=3
Ti 0.4150 -1.4283 -0.0701 -0.1 4.8 2.1
C -0.2263 1.8613 -2.7007 0.1 -0.1 0.0
C -0.0841 0.4214 -3.0228 0.0 0.2 0.0
N 0.1915 -0.5565 -2.1836 -0.3 -0.8 -0.8
C 0.2322 -1.7172 -2.9425 -0.6 1.7 -1.9
C -0.0392 -1.4087 -4.2811 0.2 0.5 2.2
N -0.2340 -0.0389 -4.2780 0.1 -0.8 0.0
C -0.1487 -2.1819 -5.5011 -0.1 -0.7 -1.5
O 0.0636 -3.4894 -5.4148 -0.1 0.6 0.1
O -0.4337 -1.6306 -6.5626 0.2 -0.3 0.9
C 0.6028 -2.9675 -2.3165 0.5 -2.0 0.6
O 0.7161 -4.0243 -2.9782 -0.3 1.0 0.2
O 0.8425 -2.8637 -1.0583 0.8 -3.8 -4.0
H 0.5521 2.1566 -1.9987 0.0 0.1 0.0
H -1.1961 2.0449 -2.2425 -0.1 0.0 0.1
H -0.1438 2.4522 -3.6101 0.0 0.1 0.0
H -0.4280 0.4828 -5.1171 0.0 0.0 0.0
H 0.3102 -3.7782 -4.4614 0.0 0.1 0.0
C 3.4414 0.0159 0.9670 0.0 0.0 -0.1
C 2.6602 0.0702 2.2817 -0.2 0.1 0.3
P 0.8213 0.2250 2.0427 0.7 0.5 0.2
C 0.3830 0.4955 3.8221 -0.4 -0.1 0.0
C 0.9463 -0.2568 4.8544 0.0 0.1 -0.2
C 0.5618 -0.0538 6.1663 0.1 0.1 0.2
C -0.4010 0.8908 6.4861 -0.1 0.0 -0.1
C -0.9937 1.6154 5.4668 -0.1 0.1 0.2
C -0.6066 1.4202 4.1544 0.2 -0.1 -0.1
C 0.7262 2.0167 1.5996 -0.1 0.4 0.2
C 1.3558 3.0346 2.3176 0.0 -0.3 -0.3
C 1.0933 4.3610 2.0371 0.0 0.3 0.0
C 0.1773 4.7055 1.0552 0.0 -0.1 0.0
C -0.4727 3.7008 0.3486 0.0 0.4 0.0
C -0.1962 2.3757 0.6166 0.1 -0.2 0.1
P 2.4330 0.6372 -0.4834 1.3 0.1 -0.1
C 3.0384 -0.3236 -1.9332 0.0 -0.2 0.0
C 3.3005 -1.6918 -1.8996 0.3 0.2 0.2
C 3.4878 -2.4016 -3.0760 0.2 -0.1 -0.3
C 3.3955 -1.7695 -4.3044 0.1 -0.1 0.1
C 3.1574 -0.4035 -4.3485 0.0 0.0 -0.1
C 2.9866 0.3103 -3.1794 0.0 0.0 0.1
C 3.5028 2.1231 -0.8355 0.1 0.0 -0.1
C 3.0240 3.4264 -0.8116 -0.1 -0.3 0.0
C 3.8713 4.4924 -1.0668 0.2 0.3 -0.1
C 5.2091 4.2790 -1.3586 -0.2 0.1 0.0
C 5.6948 2.9815 -1.3941 0.2 0.0 0.0
C 4.8540 1.9189 -1.1339 -0.1 0.1 0.0
H 3.7312 -1.0181 0.7629 0.0 0.2 -0.1
H 4.3476 0.6233 1.0536 -0.1 -0.2 -0.1
H 2.9812 0.9161 2.9007 0.0 -0.2 -0.1
H 2.8254 -0.8525 2.8455 -0.1 0.2 -0.1
H 1.6637 -1.0296 4.6291 0.1 -0.1 0.0
H 1.0115 -0.6372 6.9570 0.1 -0.1 0.0
H -0.6962 1.0506 7.5142 0.0 0.0 0.1
H -1.7623 2.3410 5.6946 -0.1 0.1 0.0
H -1.0751 2.0037 3.3744 0.0 0.1 0.0
H 2.0439 2.7882 3.1135 0.1 0.0 0.1
H 1.5921 5.1362 2.6017 0.1 0.1 0.0
H -0.0255 5.7450 0.8433 -0.1 0.1 0.0
H -1.1998 3.9680 -0.4052 -0.1 0.0 -0.1
H -0.6993 1.5805 0.0775 0.0 0.0 0.0
H 3.3393 -2.2287 -0.9587 0.0 0.0 0.0
H 3.6818 -3.4637 -3.0347 0.0 -0.1 0.1
H 3.4942 -2.3361 -5.2191 0.0 0.0 -0.1
H 3.0959 0.1021 -5.3020 0.0 0.1 -0.1
H 2.7903 1.3745 -3.2282 0.0 0.1 0.0
H 1.9855 3.6207 -0.5885 -0.1 0.0 0.1
H 3.4877 5.5022 -1.0425 -0.1 0.1 0.0
H 5.8675 5.1148 -1.5540 0.0 0.0 0.0
H 6.7352 2.8035 -1.6276 0.1 0.0 0.0
H 5.2404 0.9102 -1.1749 0.0 -0.1 0.0
S 2.2287 -2.9511 1.3072 1.1 0.8 0.1
C 1.2434 -4.2363 1.5193 0.1 -0.8 0.3
N 0.5749 -5.1504 1.7624 -0.4 -0.4 0.0
C -1.4255 -3.7699 4.3138 0.2 0.0 0.3
N -1.6642 -3.5051 2.9178 -0.2 0.0 -0.1
C -2.5647 -4.1973 2.1771 0.0 0.2 -0.4
C -2.7194 -3.9608 0.8562 -0.2 -0.2 0.1
C -1.8396 -3.0178 0.2054 -0.2 0.0 0.4
O -1.9006 -2.7216 -0.9961 -0.3 -0.2 -0.3
N -0.9044 -2.4100 0.9876 -1.4 -1.2 0.8
C -0.7961 -2.6122 2.3015 0.0 0.2 0.8
O 0.0204 -2.0060 3.0019 -0.5 -0.6 0.4
H -2.2420 -4.3595 4.7223 -0.1 0.0 0.0
H -1.3394 -2.8196 4.8427 -0.1 -0.1 0.0
H -0.4833 -4.3080 4.4283 0.0 0.0 0.0
H -3.1513 -4.9351 2.7098 0.0 0.0 0.0
H -3.4513 -4.4870 0.2655 0.0 -0.1 0.0
C -5.0476 0.0551 -2.6114 0.3 0.2 0.0
C -3.6015 -0.1586 -3.0432 -0.2 0.1 -0.1
N -2.7031 -0.1877 -1.9078 -0.1 -0.3 -0.4
C -3.0610 0.1495 -0.6360 0.4 0.3 0.6
N -2.2076 -0.0874 0.3032 -0.1 0.0 -0.4
C -2.6449 0.2332 1.6417 -0.2 -0.2 -0.1
C -4.1138 -0.1472 1.8033 0.1 0.2 -0.1
C -4.9265 0.7115 0.8432 -0.1 0.0 0.4
N -4.2570 0.8087 -0.4378 0.0 -0.1 -0.3
C -5.0524 1.1831 -1.5846 -0.1 -0.1 -0.3
H -5.4317 -0.8526 -2.1421 -0.1 0.0 0.0
H -5.6659 0.3024 -3.4746 0.0 0.0 0.0
H -3.2984 0.6635 -3.7103 -0.1 -0.1 -0.1
H -3.5002 -1.0883 -3.6081 0.0 0.0 0.1
H -2.0588 -0.9772 -1.8792 -0.2 0.1 0.1
H -2.5363 1.3073 1.8511 0.1 0.0 0.0
H -2.0129 -0.3119 2.3482 -0.1 0.1 0.0
H -4.4541 0.0065 2.8256 -0.1 0.0 0.1
H -4.2256 -1.2023 1.5459 0.0 -0.1 0.1
H -5.0521 1.7236 1.2578 -0.1 -0.2 0.0
H -5.9263 0.2749 0.6932 0.1 0.1 0.0
H -4.6394 2.0962 -2.0367 -0.1 0.0 0.0
H -6.0682 1.4015 -1.2478 0.1 0.0 0.0

2.
25
Properties=species:S:1:pos:R:3:forces:R:3 method="wB97M-V/def2-TZVPD" homo_ha=-0.46889 charge=+1 gap_ha=0.29639
Li -4.9013 -0.0918 -1.5696 0.1 0.1 1.2
Li -1.7072 0.4735 -0.5942 0.1 0.0 1.0
Cl -3.7013 0.2311 0.7092 0.0 0.0 -1.8
C 0.3135 1.3518 2.1865 -0.8 0.7 0.4
C 0.3503 -0.0078 1.5166 -0.6 0.4 -0.4
N 0.2542 0.0671 0.0460 -0.9 0.2 -0.9
C 1.2267 1.0267 -0.5315 0.9 -0.3 0.6
C 1.3979 0.9215 -2.0404 0.1 0.3 0.7
C 0.3590 -1.3198 -0.5308 0.2 1.7 0.2
C -0.8401 -2.1984 -0.2251 0.5 -0.6 0.0
H -0.3929 2.0383 1.7044 0.1 -0.2 -0.4
H 1.2550 1.8895 2.2738 0.1 -0.2 -0.1
H -0.1441 1.2789 3.1754 0.4 -0.3 0.2
H 1.2473 -0.5683 1.8052 -0.1 -0.1 0.1
H -0.5634 -0.5342 1.7988 0.3 -0.3 0.4
H 0.9983 2.0516 -0.2353 -0.6 -0.1 -0.1
H 2.1905 0.8775 -0.0208 0.2 -0.2 -0.3
H 1.9282 1.8011 -2.4008 -0.1 0.0 -0.1
H 2.0119 0.0570 -2.2798 -0.3 -0.1 -0.3
H 0.4086 0.8899 -2.5039 0.1 -0.1 -0.4
H 1.3213 -1.6859 -0.1616 -0.1 -0.7 -0.2
H 0.4102 -1.1838 -1.6092 0.2 -0.2 0.0
H -0.8355 -2.5843 0.7921 -0.1 0.0 0.0
H -0.7648 -3.0361 -0.9207 -0.2 -0.2 0.2
H -1.8224 -1.7448 -0.3847 0.1 0.2 0.0

3.
70
Properties=species:S:1:pos:R:3:forces:R:3 method="wB97M-V/def2-TZVPD" homo_ha="-0.35137 / -0.36025" s_squared=2.01 charge=+1 gap_ha="0.26310 / 0.26905" multiplicity=3
Mo 0.2600 0.3432 0.0589 -0.7 0.3 -0.1
O 4.0386 -1.2755 -0.7221 0.0 0.0 0.0
C 2.8598 -1.0979 -0.4802 0.0 0.0 -0.1
N 2.2447 0.0993 -0.2991 0.1 -0.2 0.1
C 3.1152 1.2152 -0.0109 0.0 0.0 0.0
C 2.6194 1.8542 1.2534 0.0 0.1 0.0
C 3.3953 2.7176 2.0142 0.0 0.0 0.0
C 2.8735 3.2487 3.1760 0.0 0.0 0.0
C 1.5857 2.8940 3.5566 0.0 0.0 0.0
C 0.8725 2.0342 2.7501 0.0 0.0 0.0
N 1.3684 1.5289 1.6137 0.0 0.1 0.0
C 1.9147 -2.2338 -0.2516 0.0 0.0 0.0
C 2.2511 -3.5445 -0.5252 0.0 0.0 0.0
C 1.3255 -4.5302 -0.2293 0.0 0.0 0.0
C 0.1123 -4.1647 0.3370 0.0 0.0 0.0
C -0.1418 -2.8282 0.5794 0.0 0.0 0.0
N 0.7497 -1.8787 0.2917 0.0 0.0 0.0
H 3.1319 1.9505 -0.8225 0.0 0.0 0.0
H 4.1403 0.8604 0.1176 0.0 0.0 0.0
H 4.3995 2.9534 1.6900 0.0 0.0 0.0
H 3.4627 3.9204 3.7855 0.0 0.0 0.0
H 1.1477 3.2716 4.4695 0.0 0.0 0.0
H -0.1232 1.7082 3.0164 0.0 0.0 0.0
H 3.2186 -3.7535 -0.9580 0.0 0.0 0.0
H 1.5441 -5.5694 -0.4349 0.0 0.0 0.0
H -0.6348 -4.9040 0.5872 0.0 0.0 0.0
H -1.0726 -2.4939 1.0142 0.0 0.0 0.0
Cl -2.3399 -1.3804 -6.9991 0.0 0.0 0.0
C -1.8485 -1.1524 -5.3521 0.0 0.0 0.0
C -0.6145 -0.5943 -5.0730 0.0 0.0 0.0
C -0.2248 -0.4143 -3.7575 0.1 0.0 -0.1
Cl 1.3464 0.2460 -3.4473 0.0 0.0 0.0
C -1.0421 -0.7697 -2.6754 -0.2 0.0 -0.1
O -0.7260 -0.6327 -1.4159 0.2 -0.1 0.1
C -2.2801 -1.3427 -3.0236 0.0 0.0 0.0
Cl -3.3394 -1.8498 -1.7313 0.0 0.1 0.0
C -2.6918 -1.5386 -4.3264 0.0 0.0 0.0
H 0.0513 -0.3039 -5.8725 0.0 0.0 0.0
H -3.6527 -1.9858 -4.5357 0.0 0.0 0.0
N -2.1809 1.0750 0.0788 0.1 -0.3 0.0
C -2.7360 1.0842 1.4167 0.0 -0.1 0.0
C -4.2515 0.8344 1.5127 0.0 0.0 0.0
C -5.0609 2.0245 2.0177 -0.1 0.0 0.1
C -4.8515 2.3150 3.5025 0.0 0.0 0.1
N -5.2051 1.1473 4.3208 0.0 0.0 -0.1
C -4.3711 0.4136 5.0542 0.1 0.3 0.0
N -3.2960 0.9478 5.6416 -0.1 0.0 0.1
N -4.6689 -0.8583 5.3076 -0.1 -0.1 0.0
C -1.9197 0.0939 2.2571 0.4 0.4 -0.1
O -2.2965 -0.1967 3.3874 -0.2 -0.2 -0.1
O -0.8014 -0.2824 1.7483 0.0 -0.1 0.2
H -2.4201 1.8939 -0.4674 0.2 0.0 0.0
H -2.4836 0.2504 -0.4390 0.0 0.1 0.0
H -2.4900 2.0588 1.8634 -0.1 0.0 -0.1
H -4.4240 -0.0191 2.1695 0.0 -0.1 0.0
H -4.6104 0.5429 0.5239 0.0 0.0 0.0
H -6.1268 1.8509 1.8451 0.0 0.0 0.0
H -4.8084 2.9307 1.4611 0.0 0.0 0.0
H -5.4580 3.1632 3.8183 0.0 0.0 0.0
H -3.8113 2.5714 3.6941 0.1 -0.1 0.0
H -6.0922 0.7189 4.0994 0.0 0.0 0.0
H -3.1091 1.9253 5.5073 0.0 0.0 0.0
H -2.4802 0.3586 5.7128 0.0 0.0 -0.1
H -5.2755 -1.3684 4.6882 0.0 0.0 0.0
H -4.0727 -1.4007 5.9088 0.0 0.0 0.0
C 0.7815 3.2061 -1.1778 0.0 0.0 0.0
O 0.1876 1.9689 -0.9133 0.1 0.0 -0.2
H 1.3356 3.6027 -0.3215 0.1 0.0 0.1
H -0.0006 3.9262 -1.4340 0.0 0.0 0.0
H 1.4549 3.1319 -2.0353 0.0 0.0 0.0

4.
15
Properties=species:S:1:pos:R:3:forces:R:3 method="wB97M-V/def2-TZVPD" homo_ha=-0.39788 gap_ha=0.41352
O 0.3759 -0.6847 0.3725 -0.1 -0.2 0.0
H -0.1541 -0.1547 0.9815 0.2 0.3 0.5
H 0.0199 -0.3667 -0.4805 -0.1 -0.4 0.0
O 2.3789 1.1733 0.3105 -1.3 0.4 0.7
H 3.1329 1.0413 -0.2165 1.6 -0.2 -1.0
H 1.8769 0.3443 0.2585 -0.2 -0.1 0.3
O -0.4701 0.1003 -1.9745 -0.6 0.3 0.0
H -0.2921 -0.6467 -2.5405 0.0 -0.4 -0.3
H 0.3409 0.5963 -1.9285 0.6 0.6 -0.4
O -1.5261 -2.6137 -0.2005 -0.1 -0.3 -0.2
H -2.2741 -2.2517 0.2535 -1.3 -0.2 0.2
H -0.8951 -1.9647 0.1075 1.3 0.1 0.0
O -0.7471 1.4713 1.5955 0.5 -3.3 0.2
H -0.8381 2.1663 1.0215 -0.3 2.7 -2.2
H -0.9281 1.7893 2.4405 -0.4 0.8 2.2

One value per record, in order, for molar mass: 937.80, 150.53, 709.85, 90.07 g mol⁻¹.
One value per record, in order, for F_max: 0.108, 0.036, 0.014, 0.068 hartree/bohr.
One value per record, in order, for E_tot: -4563.1030, -767.4911, -3178.3063, -382.1834 Eh.